Entry from OMol25: a cluster of 2 separate species, C5H10NO in total at a distorted geometry (ωB97M-V/def2-TZVPD).

Bonds (Å) are listed after each position.
Geometry (Å):
1 C 1.411 -1.313 -0.403  C2 1.269, N6 1.473, H8 1.166
2 C 1.520 -0.817 0.760  C1 1.269, N6 1.462, H9 1.143
3 C -1.456 3.023 -0.885  C5 1.521, H10 1.125, H11 1.095, H12 1.207
4 C 0.168 -2.906 1.123  N6 1.493, H13 1.107, H14 1.024, H15 1.019
5 C -0.272 2.114 -0.589  C3 1.521, O7 1.214, H16 1.098
6 N 0.280 -1.550 0.511  C1 1.473, C2 1.462, C4 1.493, H17 1.130
7 O -0.337 1.020 -0.066  C5 1.214
8 H 1.655 -1.466 -1.532  C1 1.166
9 H 1.935 -0.290 1.685  C2 1.143
10 H -1.515 3.410 -1.940  C3 1.125
11 H -1.358 3.956 -0.321  C3 1.095
12 H -2.542 2.663 -0.499  C3 1.207
13 H -0.871 -3.204 1.367  C4 1.107
14 H 0.648 -2.961 2.026  C4 1.024
15 H 0.710 -3.512 0.509  C4 1.019
16 H 0.595 2.612 -1.043  C5 1.098
17 H -0.657 -0.923 0.431  N6 1.130

Results
Orbital gap in eV: 10.55
Net charge: +1
Energy in eV: -8873.6349
HOMO in eV: -13.870
Relative energy (zero: lowest compared OMol25 entry of this formula, charge and spin) in kcal per mole: 114.0